one.
Below is 2 unconnected molecules or ions with the total composition BrH2O2PS, with properties calculated with the ωB97M-V functional and the def2-TZVPD basis.

Each atom is followed by the atoms it is bonded to, with distances in Å.
Cartesian coordinates (Å):
1 O -0.173 -2.984 -0.026  P2 1.435
2 P -0.887 -2.104 -0.907  O1 1.435, O3 1.653
3 O -1.292 -0.726 -0.088  P2 1.653, H4 1.072
4 H -1.859 0.018 -0.611  O3 1.072
5 S 2.081 1.950 0.899  Br6 2.213, H7 1.400
6 Br 0.710 3.108 -0.396  S5 2.213
7 H 1.418 0.738 1.128  S5 1.400

The multiplicity is 1. As for the SMILES: O=PO.SBr. The HOMO-LUMO gap is 8.79 eV. The calculation puts the HOMO energy at -0.34895 Ha.



two.
Below is 2 unconnected molecules or ions with the total composition BrH2O2PS, with properties calculated with the ωB97M-V functional and the def2-TZVPD basis.

Each atom is followed by the atoms it is bonded to, with distances in Å.
Cartesian coordinates (Å):
1 O 2.473 0.134 1.559  P2 1.460
2 P 1.764 0.241 0.287  O1 1.460, O3 1.663, S4 1.893
3 O 2.081 -1.104 -0.640  P2 1.663, H5 0.949
4 S 1.022 1.770 -0.547  P2 1.893
5 H 1.391 -1.416 -1.212  O3 0.949
6 Br -4.539 0.883 0.314  H7 1.435
7 H -4.192 -0.508 0.239  Br6 1.435

The multiplicity is 1. As for the SMILES: O=P(O)=S.Br. The HOMO-LUMO gap is 9.46 eV. The calculation puts the HOMO energy at -0.38168 Ha.



So which one is most stable? That would be two, about 0.711 eV below the next structure.



one.
Below is 2 unconnected molecules or ions with the total composition C6H10Si, with properties calculated with the ωB97M-V functional and the def2-TZVPD basis.

Each atom is followed by the atoms it is bonded to, with distances in Å.
Cartesian coordinates (Å):
1 C 0.347 0.917 1.638  C4 1.339, H8 1.071, H9 1.076
2 C 2.151 2.247 -1.872  C5 1.328, H10 1.052, H11 1.011
3 C -1.543 -3.707 0.527  C6 1.336, H12 1.132, H13 1.092
4 C 0.074 -0.264 1.069  C1 1.339, Si7 1.987, H14 1.090
5 C 0.975 2.849 -2.013  C2 1.328, H15 1.089, H17 1.065
6 C -2.219 -2.643 0.968  C3 1.336, Si7 1.929, H16 1.091
7 Si -1.772 -0.809 0.572  C4 1.987, C6 1.929
8 H 1.348 1.187 1.905  C1 1.071
9 H -0.438 1.642 1.760  C1 1.076
10 H 2.163 1.637 -1.015  C2 1.052
11 H 2.821 2.322 -2.625  C2 1.011
12 H -2.011 -4.738 0.511  C3 1.132
13 H -0.640 -3.489 -0.046  C3 1.092
14 H 0.906 -0.966 1.006  C4 1.090
15 H 0.224 2.948 -1.231  C5 1.089
16 H -3.133 -2.754 1.554  C6 1.091
17 H 0.747 3.622 -2.708  C5 1.065

The multiplicity is 1. The HOMO-LUMO gap is 7.19 eV. The calculation puts the HOMO energy at -0.28988 Ha.



two.
Below is 2 unconnected molecules or ions with the total composition C6H10Si, with properties calculated with the ωB97M-V functional and the def2-TZVPD basis.

Each atom is followed by the atoms it is bonded to, with distances in Å.
Cartesian coordinates (Å):
1 C -0.237 2.525 0.957  C2 1.222, H7 0.979
2 C -0.995 1.665 0.534  C1 1.222, Si3 1.827
3 Si -2.155 0.322 0.099  C2 1.827, C4 1.742, C5 1.944
4 C -3.808 0.645 -0.343  Si3 1.742, H8 1.051, H9 1.094
5 C -1.254 -1.378 -0.187  Si3 1.944, C6 1.366, H10 1.116
6 C -1.019 -2.320 0.775  C5 1.366, H11 1.089, H12 1.096
7 H 0.293 3.294 1.252  C1 0.979
8 H -4.481 -0.156 -0.440  C4 1.051
9 H -4.270 1.469 0.208  C4 1.094
10 H -1.461 -1.614 -1.258  C5 1.116
11 H -0.408 -3.123 0.367  C6 1.089
12 H -0.955 -2.154 1.857  C6 1.096
13 C 2.762 0.128 -0.006  H14 1.128, H15 1.024, H16 1.030, H17 1.122
14 H 2.357 -0.628 0.726  C13 1.128
15 H 2.655 -0.305 -0.927  C13 1.024
16 H 3.765 0.171 0.224  C13 1.030
17 H 2.059 0.997 0.095  C13 1.122

The multiplicity is 1. As for the SMILES: C#C[Si](=C)C=C.C. The HOMO-LUMO gap is 8.34 eV. The calculation puts the HOMO energy at -0.30571 Ha.



So which one is most stable? That would be one, about 0.200 eV below the next structure.